[1]
Density functional theory data (the ωB97M-V functional and the def2-TZVPD basis) for a structure of composition C34H52N3OP2Ti at a distorted geometry.

## Properties
E_HOMO (spin up / spin down), eV: -8.5 / -10.3
M, g mol⁻¹: 628.63
Frontier orbital gap (spin up / spin down), eV: 5.69 / 7.29
LUMO level (spin up / spin down), eV: -2.79 / -3.05
Charge: +1
Spin multiplicity: 3

The geometry in XYZ format:
```
93
Properties=species:S:1:pos:R:3:lowdin_spin:R:1
C -0.38 2.80 -1.52 0.019
C -1.77 2.13 0.20 0.041
C -0.99 4.04 -1.58 0.001
C -2.27 3.41 0.36 0.003
C -1.87 4.39 -0.55 0.019
H -0.75 4.70 -2.41 0.000
H -3.02 3.58 1.14 0.000
H -2.27 5.40 -0.49 0.001
N -0.60 1.98 -0.47 0.028
P 1.50 0.93 -2.10 0.028
P -1.93 -0.38 1.85 0.006
C 0.34 2.21 -2.70 0.007
H -0.37 1.74 -3.39 0.000
H 0.84 3.00 -3.28 0.000
C -0.14 -1.90 0.55 0.099
O -0.25 -3.07 0.73 0.087
C -2.59 0.88 0.41 0.041
H -3.58 1.19 0.75 0.002
C -3.62 -1.31 2.07 0.001
C -0.97 -0.18 3.53 0.004
C 1.59 -0.37 -3.45 0.011
C 3.03 2.05 -1.91 0.000
C -3.43 -2.61 1.28 0.001
H -2.50 -3.13 1.54 0.000
H -4.27 -3.28 1.52 0.001
H -3.43 -2.42 0.20 0.000
C -3.99 -1.63 3.52 0.000
H -3.28 -2.30 4.01 0.000
H -4.15 -0.73 4.13 0.000
H -4.96 -2.16 3.51 0.000
C -4.87 -0.62 1.48 0.000
H -5.69 -1.36 1.50 0.000
H -5.19 0.25 2.06 0.000
H -4.78 -0.35 0.43 0.001
C -0.64 -1.60 4.03 0.002
H -0.17 -2.21 3.26 0.000
H 0.05 -1.53 4.89 0.001
H -1.54 -2.13 4.38 0.000
C 0.32 0.59 3.27 0.005
H 1.02 0.06 2.60 0.003
H 0.12 1.59 2.85 0.000
H 0.84 0.73 4.23 0.001
C -1.79 0.62 4.55 -0.001
H -2.71 0.11 4.85 0.000
H -1.17 0.74 5.45 0.000
H -2.02 1.61 4.15 0.000
C 4.28 1.17 -1.75 0.001
H 5.13 1.84 -1.55 0.000
H 4.19 0.48 -0.90 0.001
H 4.52 0.61 -2.66 0.000
C 2.82 2.85 -0.62 0.002
H 1.89 3.43 -0.63 0.000
H 2.83 2.21 0.27 0.001
H 3.65 3.57 -0.53 0.000
C 3.23 3.04 -3.08 -0.001
H 4.24 3.45 -3.00 0.000
H 3.14 2.57 -4.07 0.000
H 2.54 3.89 -3.03 0.000
C 0.18 -0.88 -3.79 0.004
H -0.41 -0.12 -4.33 0.000
H 0.27 -1.76 -4.44 0.000
H -0.40 -1.18 -2.91 0.004
C 2.42 -1.56 -2.90 0.010
H 1.96 -1.98 -2.00 0.009
H 2.44 -2.35 -3.67 0.000
H 3.45 -1.27 -2.67 0.000
C 2.25 0.23 -4.70 0.001
H 1.70 1.10 -5.07 0.000
H 3.30 0.50 -4.53 0.000
H 2.24 -0.53 -5.50 0.001
Ti 0.08 -0.04 -0.20 1.326
N -1.51 -0.65 -1.10 -0.053
C -2.57 0.05 -0.78 0.116
C -3.73 -0.02 -1.69 0.003
C -3.95 -1.24 -2.35 0.022
C -4.58 1.08 -1.92 0.022
C -5.07 -1.39 -3.18 -0.003
H -3.23 -2.04 -2.20 0.001
C -5.67 0.93 -2.78 -0.003
H -4.35 2.04 -1.44 0.001
C -5.93 -0.30 -3.39 0.025
H -5.24 -2.36 -3.66 -0.001
H -6.32 1.79 -2.97 -0.001
H -6.80 -0.42 -4.03 0.001
C 4.18 -2.26 2.36 0.003
C 4.39 -0.98 1.53 0.010
C 3.17 -0.51 0.95 0.055
N 2.10 -0.28 0.56 0.027
H 3.58 -2.05 3.25 0.000
H 5.14 -2.68 2.70 0.000
H 3.67 -3.03 1.77 0.000
H 4.80 -0.17 2.16 0.002
H 5.10 -1.16 0.71 0.002
```

---

[2]
Density functional theory data (the ωB97M-V functional and the def2-TZVPD basis) for a structure of composition C34H52N4O2SSbW at a distorted geometry.

## Properties
E_HOMO (spin up / spin down), eV: -9.8 / -9.8
M, g mol⁻¹: 886.48
Frontier orbital gap (spin up / spin down), eV: 6.26 / 6.05
LUMO level (spin up / spin down), eV: -3.58 / -3.80
Charge: +1
Spin multiplicity: 3

The geometry in XYZ format:
```
95
Properties=species:S:1:pos:R:3:lowdin_spin:R:1
W 0.25 0.19 -2.30 1.633
C -2.31 1.83 -1.55 0.013
N -1.88 0.96 -2.68 0.020
C -1.94 1.79 -3.95 0.007
C -1.02 3.00 -4.03 0.002
C 0.45 2.66 -4.31 0.007
N 0.71 1.24 -4.09 0.015
C 1.85 0.73 -4.49 0.004
C 2.06 -0.68 -4.66 0.011
C 3.19 -1.04 -5.42 0.001
C 3.29 -2.30 -5.97 0.006
C 2.23 -3.20 -5.78 0.003
C 1.11 -2.87 -5.03 0.003
C 1.03 -1.62 -4.41 0.012
O 0.02 -1.31 -3.61 0.073
C -2.93 -0.09 -2.89 0.007
C -2.76 -1.41 -2.15 0.001
C -2.15 -1.32 -0.77 0.003
N -0.68 -1.23 -0.90 0.003
C -0.05 -2.27 -0.47 0.030
C 1.37 -2.51 -0.44 0.001
C 1.84 -3.67 0.19 0.008
C 3.19 -3.87 0.39 -0.002
C 4.09 -2.88 -0.01 0.007
C 3.65 -1.72 -0.63 -0.001
C 2.29 -1.55 -0.87 0.013
O 1.87 -0.44 -1.48 0.054
H -3.34 2.14 -1.70 0.001
H -1.69 2.72 -1.49 0.001
H -2.22 1.31 -0.60 0.002
H -2.98 2.13 -4.04 0.001
H -1.73 1.12 -4.77 0.000
H -1.10 3.63 -3.14 0.000
H -1.39 3.61 -4.85 0.000
H 1.12 3.26 -3.68 0.001
H 0.69 2.89 -5.35 0.000
H 2.67 1.37 -4.80 0.001
H 3.97 -0.30 -5.59 0.000
H 4.15 -2.58 -6.55 0.000
H 2.28 -4.18 -6.23 0.000
H 0.31 -3.58 -4.88 0.000
H -2.98 -0.31 -3.96 0.000
H -3.88 0.37 -2.62 0.000
H -2.14 -2.09 -2.74 0.000
H -3.75 -1.86 -2.08 0.000
H -2.39 -2.22 -0.20 0.000
H -2.52 -0.48 -0.19 0.000
H -0.63 -3.12 -0.10 0.001
H 1.12 -4.41 0.53 0.000
H 3.54 -4.77 0.87 0.000
H 5.15 -3.01 0.16 0.000
H 4.33 -0.94 -0.94 0.000
C 1.65 1.11 4.96 0.000
C 1.58 0.69 3.50 0.000
C 2.30 -0.64 3.30 0.000
C 2.29 1.75 2.66 0.000
Sb -0.43 0.41 2.61 0.000
C -1.58 2.21 3.14 0.000
C -1.49 2.66 4.60 0.000
C -1.02 3.31 2.23 0.000
C -3.04 1.99 2.76 0.000
C -1.29 -1.26 3.80 0.000
C -0.88 -2.53 3.05 0.000
C -0.83 -1.36 5.25 0.000
C -2.81 -1.17 3.78 0.000
H 2.71 1.17 5.26 0.000
H 1.17 0.40 5.63 0.000
H 1.21 2.09 5.13 0.000
H 3.36 -0.52 3.56 0.000
H 2.25 -0.99 2.27 0.000
H 1.90 -1.42 3.95 0.000
H 3.35 1.79 2.95 0.000
H 1.88 2.75 2.82 0.000
H 2.25 1.53 1.59 0.000
H -0.49 3.01 4.85 0.000
H -1.76 1.86 5.29 0.000
H -2.18 3.49 4.76 0.000
H 0.04 3.49 2.37 0.000
H -1.55 4.25 2.43 0.000
H -1.18 3.07 1.17 0.000
H -3.57 1.38 3.49 0.000
H -3.14 1.52 1.78 0.000
H -3.55 2.96 2.71 0.000
H 0.20 -2.62 2.93 0.000
H -1.34 -2.55 2.06 0.000
H -1.24 -3.41 3.60 0.000
H 0.23 -1.61 5.33 0.000
H -1.39 -2.16 5.75 0.000
H -1.01 -0.44 5.81 0.000
H -3.20 -0.96 2.77 0.000
H -3.18 -0.39 4.45 0.000
H -3.24 -2.12 4.11 0.000
S 1.22 2.04 -0.95 0.040
C 0.45 3.54 -1.08 0.010
N -0.06 4.57 -1.18 0.008
```

---

[3]
Density functional theory data (the ωB97M-V functional and the def2-TZVPD basis) for a structure of composition C34H52N6PdSSb at a distorted geometry.

## Properties
E_HOMO, eV: -14.5
M, g mol⁻¹: 805.08
Frontier orbital gap, eV: 4.72
LUMO level, eV: -9.77
Charge: +3
ΔE to the lowest compared entry with this formula, charge and spin, eV: 0.891

The geometry in XYZ format:
```
95
Properties=species:S:1:pos:R:3:lowdin_charge:R:1
Pd -0.98 0.72 -0.53 0.695
C -3.71 3.63 1.44 0.021
C -2.71 2.91 0.59 -0.201
N -2.09 1.84 0.96 -0.032
N -2.34 1.31 2.21 0.060
C -1.79 0.16 2.59 -0.678
N -2.14 -0.36 3.75 0.169
S -0.66 -0.74 1.59 0.719
C -2.36 3.39 -0.77 -0.209
C -2.63 4.68 -1.19 0.027
C -2.29 5.04 -2.49 0.006
C -1.74 4.10 -3.33 0.011
C -1.49 2.82 -2.83 -0.066
N -1.78 2.49 -1.58 0.037
H -4.43 2.93 1.87 0.104
H -4.28 4.34 0.85 0.095
H -3.22 4.17 2.25 0.119
H -3.05 1.75 2.79 0.161
H -2.86 0.05 4.34 0.154
H -1.83 -1.29 3.99 0.117
H -3.09 5.40 -0.52 0.126
H -2.48 6.05 -2.84 0.135
H -1.49 4.33 -4.35 0.131
H -1.04 2.05 -3.44 0.115
C 0.27 0.20 -1.85 -0.205
C 1.07 0.08 -2.76 -0.125
C 2.09 -0.09 -3.76 -0.266
C 2.78 -1.29 -3.87 -0.045
C 3.79 -1.44 -4.81 -0.061
C 4.10 -0.38 -5.65 -0.056
C 3.42 0.82 -5.55 -0.060
C 2.41 0.97 -4.61 -0.040
H 2.51 -2.12 -3.22 0.108
H 4.32 -2.37 -4.90 0.113
H 4.89 -0.49 -6.39 0.117
H 3.66 1.64 -6.21 0.114
H 1.86 1.90 -4.54 0.108
N -2.78 -0.69 -1.08 0.096
C -3.02 -1.61 -1.76 -0.261
N -3.30 -2.62 -2.51 -0.085
C -3.45 -3.99 -1.96 -0.123
C -4.58 -4.71 -2.70 -0.169
C -5.71 -3.73 -3.01 -0.179
C -5.24 -2.69 -4.05 -0.156
C -3.74 -2.42 -3.91 -0.115
H -3.69 -3.90 -0.90 0.124
H -2.50 -4.52 -2.06 0.124
H -4.93 -5.53 -2.07 0.122
H -4.21 -5.15 -3.62 0.122
H -6.00 -3.22 -2.09 0.115
H -6.58 -4.25 -3.38 0.120
H -5.80 -1.77 -3.94 0.112
H -5.42 -3.06 -5.06 0.121
H -3.47 -1.41 -4.21 0.125
H -3.16 -3.12 -4.52 0.130
C 1.19 -1.60 4.93 -0.097
C 1.79 -0.23 4.62 -0.658
C 3.21 -0.11 5.14 -0.074
C 0.89 0.89 5.13 -0.095
Sb 1.86 -0.06 2.40 1.761
C 2.82 -1.87 1.40 -0.640
C 4.10 -2.11 2.17 -0.085
C 3.05 -1.52 -0.05 -0.100
C 1.83 -3.02 1.54 -0.110
C 2.40 2.02 1.76 -0.651
C 2.85 1.98 0.31 -0.091
C 1.15 2.87 1.92 -0.106
C 3.52 2.44 2.69 -0.086
H 1.05 -1.69 6.01 0.114
H 1.85 -2.42 4.63 0.081
H 0.22 -1.75 4.45 0.047
H 3.18 -0.25 6.22 0.120
H 3.66 0.86 4.96 0.072
H 3.88 -0.88 4.75 0.075
H 0.77 0.78 6.21 0.113
H -0.11 0.85 4.69 0.052
H 1.32 1.88 4.95 0.076
H 4.79 -1.26 2.12 0.096
H 4.60 -2.96 1.70 0.119
H 3.93 -2.38 3.22 0.073
H 3.83 -0.76 -0.18 0.083
H 2.15 -1.18 -0.56 0.051
H 3.39 -2.43 -0.55 0.113
H 1.49 -3.19 2.56 0.069
H 2.34 -3.93 1.21 0.116
H 0.96 -2.89 0.89 0.059
H 2.07 1.62 -0.36 0.056
H 3.75 1.39 0.16 0.083
H 3.09 3.01 0.01 0.115
H 0.35 2.53 1.26 0.036
H 1.39 3.90 1.64 0.113
H 0.78 2.90 2.95 0.074
H 4.41 1.81 2.60 0.098
H 3.21 2.49 3.73 0.068
H 3.82 3.45 2.39 0.119
```

---

[4]
Density functional theory data (the ωB97M-V functional and the def2-TZVPD basis) for a structure of composition C34H53BeBrN2P2 at a distorted geometry.

## Properties
E_HOMO (spin up / spin down), eV: -11.4 / -11.4
M, g mol⁻¹: 640.68
Frontier orbital gap (spin up / spin down), eV: 3.88 / 3.88
LUMO level (spin up / spin down), eV: -7.51 / -7.50
Charge: +2
ΔE to the lowest compared entry with this formula, charge and spin, eV: 0.000

The geometry in XYZ format:
```
93
Properties=species:S:1:pos:R:3:lowdin_charge:R:1
N 2.33 5.32 -7.95 0.051
C 3.22 4.40 -7.61 -0.133
C 2.99 3.55 -6.52 -0.014
C 1.79 3.70 -5.80 -0.219
C 0.89 4.76 -6.15 -0.012
C 1.20 5.53 -7.27 -0.129
C 1.43 2.79 -4.74 -0.041
Be 0.02 -0.65 0.27 -0.100
P -3.33 -3.35 1.29 1.014
C 0.15 2.69 -4.28 -0.062
C -0.11 2.07 -3.05 -0.228
C -1.44 1.63 -2.80 -0.004
C -1.63 0.65 -1.83 -0.171
C -0.53 0.30 -1.08 -0.359
C 0.77 0.81 -1.24 -0.155
C 0.97 1.78 -2.20 -0.023
Br -2.07 -1.33 0.42 0.832
H 2.23 2.12 -4.38 0.119
H -0.69 3.00 -4.92 0.127
H 3.68 2.73 -6.26 0.111
H -0.04 4.95 -5.59 0.106
H 4.13 4.26 -8.19 0.111
H 0.51 6.30 -7.63 0.112
H -2.26 1.97 -3.47 0.131
H 1.94 2.22 -2.39 0.116
H -2.62 0.22 -1.67 0.070
H 1.64 0.48 -0.66 0.096
P -0.61 1.44 1.53 0.967
C -2.37 -4.37 0.13 -0.394
C -3.15 -5.42 -0.69 -0.118
H -1.57 -4.88 0.69 0.105
H -1.86 -3.63 -0.52 0.029
H -2.47 -5.92 -1.39 0.096
H -3.62 -6.15 -0.01 0.083
H -3.96 -4.95 -1.27 0.076
C -4.78 -2.31 0.81 -0.418
C -6.12 -2.40 1.56 -0.120
H -4.95 -2.44 -0.27 0.105
H -4.40 -1.28 0.94 0.015
H -6.81 -1.63 1.15 0.097
H -6.60 -3.38 1.44 0.082
H -6.02 -2.19 2.64 0.078
C -2.60 -3.08 2.93 -0.407
C -2.67 -4.34 3.84 -0.124
H -3.18 -2.28 3.40 0.099
H -1.57 -2.72 2.77 0.062
H -2.29 -4.10 4.85 0.089
H -3.71 -4.71 3.90 0.085
H -2.04 -5.15 3.46 0.074
C -0.08 1.24 3.26 -0.401
C -0.37 2.48 4.12 -0.136
H 1.00 0.99 3.25 0.048
H -0.60 0.34 3.65 0.079
H 0.42 3.23 4.04 0.074
H -1.32 2.98 3.87 0.054
H -0.43 2.16 5.17 0.080
C -2.36 2.04 1.71 -0.378
C -2.87 2.82 0.50 -0.131
H -2.41 2.71 2.59 0.069
H -2.99 1.16 1.96 0.064
H -2.48 3.86 0.48 0.087
H -2.57 2.34 -0.45 0.040
H -3.97 2.85 0.52 0.085
C 0.12 3.06 1.03 -0.370
C 1.63 3.18 1.23 -0.133
H -0.42 3.83 1.59 0.096
H -0.13 3.20 -0.03 0.080
H 1.99 4.00 0.59 0.089
H 1.86 3.46 2.27 0.065
H 2.18 2.26 0.99 0.050
C 4.86 -0.65 1.31 0.027
N 4.06 -1.02 2.52 -0.191
C 4.33 -0.09 3.65 0.011
C 2.55 -1.13 2.25 -0.090
C 2.27 -2.12 1.16 -0.269
C 3.04 -3.30 1.15 -0.064
C 3.03 -4.13 0.02 -0.061
C 2.15 -3.81 -1.03 -0.058
C 1.25 -2.72 -0.91 -0.090
C 1.30 -1.87 0.20 -0.161
H 4.49 0.31 0.91 0.117
H 4.77 -1.43 0.56 0.103
H 5.91 -0.57 1.62 0.119
H 4.37 -1.95 2.83 0.163
H 4.03 0.92 3.35 0.113
H 3.75 -0.42 4.52 0.112
H 5.41 -0.13 3.89 0.118
H 2.09 -1.41 3.21 0.142
H 2.20 -0.13 2.00 0.092
H 3.70 -3.55 1.98 0.113
H 3.69 -5.00 -0.04 0.118
H 2.16 -4.41 -1.95 0.114
H 0.52 -2.56 -1.71 0.106
```

---

[5]
Density functional theory data (the ωB97M-V functional and the def2-TZVPD basis) for a structure of composition C34H53BeN2O2P2 at a distorted geometry.

## Properties
E_HOMO, eV: -8.7
M, g mol⁻¹: 592.77
Frontier orbital gap, eV: 5.24
LUMO level, eV: -3.47
Charge: +1
ΔE to the lowest compared entry with this formula, charge and spin, eV: 1.482

The geometry in XYZ format:
```
94
Properties=species:S:1:pos:R:3:lowdin_charge:R:1
C 1.98 -2.01 -1.15 -0.283
C 1.82 0.24 -1.86 -0.343
C 2.98 -2.26 -2.08 -0.040
C 2.65 -0.06 -2.94 -0.054
C 3.31 -1.26 -2.99 -0.048
H 3.46 -3.25 -2.10 0.121
H 2.88 0.77 -3.59 0.124
H 4.11 -1.41 -3.70 0.116
N 1.40 -0.79 -1.04 0.046
P -0.15 -2.67 0.50 1.168
P 0.98 2.24 -0.11 1.118
C 1.45 -3.16 -0.26 -0.227
H 1.33 -4.11 -0.85 0.097
H 2.16 -3.43 0.56 0.094
C 1.55 1.65 -1.66 -0.321
H 0.97 2.03 -2.53 0.056
C -0.48 3.52 -0.02 -0.635
C 2.67 3.07 0.06 -0.672
C -1.44 -3.36 -0.68 -0.667
C -0.16 -3.43 2.22 -0.674
C -1.70 2.87 0.65 -0.099
H -1.43 2.39 1.61 0.061
H -2.45 3.65 0.85 0.094
H -2.17 2.11 0.02 0.050
C -0.10 4.75 0.81 -0.093
H 0.15 4.48 1.84 0.083
H 0.72 5.32 0.36 0.064
H -0.98 5.42 0.85 0.093
C -0.85 3.94 -1.45 -0.089
H -1.65 4.69 -1.39 0.095
H -0.01 4.41 -1.97 0.079
H -1.22 3.09 -2.05 0.054
C 2.85 3.60 1.48 -0.097
H 2.62 2.82 2.22 0.070
H 3.92 3.87 1.57 0.090
H 2.25 4.49 1.68 0.055
C 3.75 1.99 -0.17 -0.087
H 3.63 1.15 0.52 0.080
H 3.73 1.60 -1.19 0.064
H 4.72 2.47 0.00 0.094
C 2.76 4.16 -1.02 -0.082
H 2.17 3.92 -1.93 0.059
H 2.44 5.14 -0.64 0.073
H 3.81 4.23 -1.34 0.089
C -1.53 -3.14 2.86 -0.083
H -1.49 -3.48 3.91 0.097
H -1.75 -2.06 2.86 0.076
H -2.35 -3.68 2.37 0.069
C 0.94 -2.71 3.02 -0.084
H 1.94 -2.89 2.60 0.088
H 0.76 -1.63 3.07 0.042
H 0.92 -3.11 4.05 0.102
C 0.15 -4.93 2.18 -0.081
H 0.32 -5.25 3.22 0.096
H -0.69 -5.53 1.79 0.064
H 1.05 -5.15 1.59 0.084
C -1.08 -3.00 -2.11 -0.073
H -1.86 -3.44 -2.76 0.102
H -1.09 -1.92 -2.29 0.053
H -0.11 -3.41 -2.43 0.089
C -2.80 -2.73 -0.32 -0.081
H -2.77 -1.64 -0.41 0.043
H -3.54 -3.10 -1.04 0.097
H -3.13 -2.97 0.71 0.068
C -1.54 -4.89 -0.56 -0.084
H -0.56 -5.38 -0.66 0.084
H -2.02 -5.21 0.38 0.076
H -2.17 -5.23 -1.39 0.094
Be 0.20 -0.50 0.10 -0.120
C 1.02 0.31 1.55 -0.147
O 1.91 0.36 2.31 0.044
N -1.21 -0.06 -0.53 0.198
C -1.58 0.22 -1.65 -0.051
C -1.83 0.79 -2.90 -0.184
C -3.25 0.79 -3.03 -0.031
C -1.04 1.07 -4.10 0.023
C -3.90 0.91 -4.24 -0.045
H -3.83 0.58 -2.11 0.137
C -1.72 1.25 -5.32 -0.044
H 0.05 1.13 -4.09 0.102
C -3.13 1.15 -5.39 -0.036
H -4.99 0.80 -4.23 0.123
H -1.17 1.44 -6.25 0.124
H -3.66 1.26 -6.34 0.119
C -2.03 0.31 4.93 -0.002
C -0.75 0.61 4.21 -0.421
C 0.43 0.91 5.09 -0.002
O -0.69 0.61 2.96 -0.039
H -1.96 0.66 5.97 0.082
H -2.22 -0.77 4.95 0.089
H -2.86 0.81 4.43 0.098
H 1.06 0.02 5.21 0.100
H 1.04 1.72 4.66 0.091
H 0.08 1.22 6.08 0.082
```